The following is a DFT calculation (the ωB97M-V functional and the def2-TZVPD basis) of 5 unconnected molecules or ions with the total composition C40H55F17N2O14 in a non-equilibrium geometry.

The geometry in XYZ format:
```
128
Properties=species:S:1:pos:R:3:forces:R:3:mulliken_charge:R:1
C -4.748 5.832 -2.404 -0.16 0.00 0.41 -0.996
N -5.193 4.447 -2.205 0.17 -0.03 -0.66 -0.152
C -4.177 3.413 -2.415 -0.09 -0.16 -0.01 -1.296
C -3.674 2.691 -1.113 0.16 0.40 0.04 2.998
C -2.137 2.759 -1.000 0.01 -0.19 0.23 -0.227
C -1.544 3.824 -0.080 0.37 0.11 -0.20 -0.827
C -0.016 3.686 0.006 0.02 -0.20 0.27 -1.452
C 0.405 2.423 0.792 0.14 0.06 -0.34 -0.246
C 0.894 1.273 -0.105 0.03 -0.18 0.07 -0.637
C 0.852 -0.124 0.538 0.03 0.15 -0.05 -0.392
C -0.567 -0.584 0.876 0.03 -0.15 -0.31 1.597
C -0.678 -2.003 1.459 -0.07 0.30 0.20 -1.666
C 0.265 -2.345 2.620 -0.37 -0.31 -0.01 -0.245
C -0.162 -1.658 3.937 0.16 -0.31 0.08 -0.928
C 0.924 -0.865 4.686 -0.43 0.46 0.11 -0.124
O 1.951 -0.376 3.825 0.06 -0.02 0.12 -0.444
C 2.102 1.027 3.879 0.28 -0.28 -0.26 -0.542
C -4.453 3.255 0.086 0.20 0.08 0.39 -1.301
C -5.784 2.533 0.022 0.42 0.06 -0.86 0.293
O -6.798 2.816 0.581 -0.82 0.15 0.63 -0.640
N -5.631 1.425 -0.837 0.87 -0.52 0.27 -0.330
C -4.169 1.233 -0.968 0.07 0.07 0.41 -1.619
C -3.666 0.107 -1.863 0.18 0.23 -0.17 0.706
C -3.740 0.324 -3.372 -0.57 0.04 -0.08 -1.044
C -3.468 -0.926 -4.176 0.19 0.16 0.12 0.805
F -4.425 -1.855 -3.947 0.00 -0.10 -0.04 -0.316
F -3.492 -0.633 -5.503 0.02 0.01 -0.02 -0.358
C -2.085 -1.563 -3.843 -0.10 -0.18 -0.30 0.460
F -2.221 -2.336 -2.752 -0.02 -0.08 0.28 -0.338
F -1.217 -0.572 -3.567 0.31 0.14 0.06 -0.322
C -1.465 -2.445 -4.952 -0.43 -0.23 0.09 0.727
F -1.013 -1.693 -5.953 0.24 0.29 -0.08 -0.275
F -2.463 -3.214 -5.432 -0.03 -0.15 -0.11 -0.295
C -0.340 -3.467 -4.521 0.08 0.38 0.19 0.326
F 0.305 -3.810 -5.644 0.06 0.00 -0.26 -0.255
F -0.957 -4.554 -4.044 -0.04 -0.22 0.18 -0.286
C 0.766 -3.130 -3.450 0.22 0.10 -0.36 0.803
F 1.649 -4.156 -3.540 0.06 -0.27 -0.05 -0.349
F 0.243 -3.188 -2.231 -0.20 0.14 0.28 -0.165
C 1.597 -1.800 -3.595 -0.09 -0.09 0.34 0.258
F 1.334 -1.172 -4.754 -0.05 -0.09 -0.16 -0.385
F 1.252 -0.989 -2.584 -0.03 0.03 -0.11 -0.044
C 3.143 -1.965 -3.481 -0.04 0.51 -0.47 0.461
F 3.621 -0.707 -3.404 0.04 0.07 0.05 -0.295
F 3.447 -2.583 -2.345 0.01 -0.33 0.27 -0.204
C 3.868 -2.650 -4.705 -0.10 0.21 0.28 0.679
F 3.010 -3.223 -5.533 -0.28 -0.18 -0.23 -0.216
F 4.543 -1.738 -5.393 0.11 0.14 -0.17 -0.199
F 4.720 -3.556 -4.268 0.23 -0.36 0.15 -0.266
H -3.659 5.884 -2.496 -0.08 0.00 -0.07 0.281
H -5.032 6.452 -1.545 0.05 -0.03 -0.09 0.302
H -5.204 6.280 -3.293 0.15 -0.03 0.03 0.323
H -5.950 4.261 -2.848 -0.07 0.03 0.22 0.332
H -4.611 2.676 -3.090 0.05 -0.03 0.08 0.410
H -3.303 3.829 -2.936 -0.08 0.00 0.07 0.260
H -1.766 1.790 -0.641 -0.06 0.10 -0.05 -1.316
H -1.696 2.910 -1.994 -0.08 -0.18 0.05 0.678
H -1.790 4.835 -0.433 -0.15 -0.14 0.07 0.278
H -1.923 3.705 0.940 -0.13 0.16 -0.12 0.459
H 0.429 3.636 -0.996 -0.08 0.19 0.05 0.467
H 0.387 4.571 0.508 -0.03 -0.04 -0.12 0.383
H -0.440 2.115 1.414 0.13 -0.04 0.06 -0.060
H 1.229 2.679 1.464 -0.18 -0.05 0.10 0.762
H 0.328 1.233 -1.046 0.00 0.12 0.10 0.041
H 1.933 1.500 -0.377 -0.11 -0.06 -0.14 0.712
H 1.270 -0.839 -0.184 0.04 0.05 0.21 -0.138
H 1.501 -0.145 1.418 -0.15 -0.04 0.01 0.304
H -1.080 0.137 1.523 0.16 -0.08 0.06 0.548
H -1.126 -0.591 -0.075 -0.07 0.11 0.18 -1.292
H -1.698 -2.109 1.855 0.04 -0.14 -0.24 0.555
H -0.576 -2.735 0.649 0.14 0.04 0.08 0.110
H 0.184 -3.429 2.754 0.20 0.21 0.05 0.143
H 1.308 -2.138 2.376 -0.09 0.08 0.00 0.616
H -1.043 -1.028 3.766 0.18 0.07 -0.09 0.420
H -0.492 -2.449 4.623 -0.08 0.19 -0.03 0.311
H 0.436 -0.003 5.163 0.06 -0.10 0.01 0.331
H 1.365 -1.454 5.494 0.12 0.02 -0.45 -0.010
H 2.994 1.270 3.292 -0.12 0.00 0.02 0.334
H 1.233 1.526 3.442 0.10 0.05 0.18 -0.052
H 2.270 1.374 4.907 -0.13 0.02 -0.05 0.492
H -3.997 2.931 1.033 0.07 -0.07 -0.18 0.492
H -4.553 4.335 0.153 -0.16 -0.10 -0.18 0.449
H -6.073 0.587 -0.473 -0.46 0.23 -0.21 0.431
H -3.784 0.950 0.028 0.01 -0.13 -0.13 0.502
H -4.181 -0.823 -1.601 -0.05 0.15 0.02 0.600
H -2.621 -0.041 -1.567 -0.15 -0.04 -0.10 -0.705
H -4.761 0.613 -3.655 0.12 -0.04 -0.03 0.614
H -3.070 1.108 -3.728 0.03 -0.06 0.13 0.230
O 0.857 -5.686 2.584 0.04 -0.17 -0.09 -0.516
C 1.326 -5.785 1.498 -0.04 0.05 0.07 0.608
O 1.826 -4.755 0.775 -0.01 0.03 0.02 -0.202
C 2.502 -5.284 -0.367 0.07 -0.04 -0.10 0.429
C 1.830 -6.635 -0.537 0.02 0.05 -0.11 -0.354
O 1.435 -6.944 0.802 -0.01 -0.02 0.02 -0.389
H 2.371 -4.621 -1.216 -0.07 0.03 0.10 -0.419
H 3.564 -5.373 -0.135 0.00 -0.02 0.01 0.262
H 0.937 -6.578 -1.162 -0.01 0.03 0.00 0.273
H 2.490 -7.409 -0.919 0.01 -0.04 0.11 0.323
O 7.342 3.342 -3.811 -0.05 -0.07 -0.08 -0.518
C 6.821 2.692 -4.656 0.04 0.06 0.08 0.644
O 6.083 3.196 -5.676 -0.01 0.02 -0.01 -0.337
C 5.820 2.146 -6.610 0.01 -0.10 -0.09 -0.329
C 5.954 0.907 -5.743 -0.06 0.09 -0.09 0.184
O 6.879 1.341 -4.742 0.01 -0.03 0.01 -0.341
H 4.833 2.271 -7.045 -0.03 0.09 0.09 0.301
H 6.571 2.184 -7.401 0.02 -0.01 0.01 0.245
H 5.016 0.638 -5.259 -0.02 0.03 0.01 -0.121
H 6.351 0.045 -6.271 0.11 0.01 0.07 0.268
O -0.094 3.042 4.572 -0.16 0.22 0.09 -0.490
C 0.543 3.898 5.094 0.00 -0.10 -0.07 0.669
O 0.892 3.915 6.401 -0.02 0.00 0.02 -0.323
C 1.852 4.956 6.602 0.09 0.08 0.00 -0.334
C 1.559 5.887 5.439 0.03 0.06 0.09 -0.330
O 1.038 4.987 4.458 -0.01 0.01 -0.01 -0.296
H 1.707 5.412 7.578 -0.11 -0.06 0.01 0.287
H 2.852 4.524 6.548 0.00 0.00 -0.02 0.249
H 0.793 6.626 5.680 -0.01 -0.01 0.02 0.278
H 2.439 6.392 5.051 0.00 -0.08 -0.09 0.286
O 2.140 -2.639 7.043 0.05 -0.18 0.31 -0.552
C 1.318 -3.331 7.549 0.05 0.03 -0.09 0.619
O 1.188 -3.539 8.881 0.00 0.00 0.01 -0.351
C -0.043 -4.231 9.113 -0.10 -0.05 0.00 -0.333
C -0.288 -4.905 7.774 -0.03 -0.07 0.08 -0.309
O 0.372 -4.018 6.869 -0.02 0.00 -0.02 -0.235
H 0.071 -4.925 9.940 0.12 0.02 -0.01 0.290
H -0.815 -3.499 9.356 -0.01 0.00 -0.02 0.269
H 0.184 -5.887 7.708 0.01 0.00 0.02 0.268
H -1.338 -4.992 7.511 0.01 0.10 -0.08 0.290
```
Positions in Å, forces in eV/Å.

Properties
Maximum force = 1.05 eV/Å
SMILES string = CNC[C@@]1(CCCCCCCCCCCOC)CC(=O)N[C@H]1CCC(F)(F)C(F)(F)C(F)(F)C(F)(F)C(F)(F)C(F)(F)C(F)(F)C(F)(F)F.O=C1OCCO1.O=C1OCCO1.O=C1OCCO1.O=C1OCCO1
E_tot = -120214.762 eV
2S+1 = 1

The following is a DFT calculation (the ωB97M-V functional and the def2-TZVPD basis) of a molecular structure, C22H33BiN4O4SSe2SiTe3 in a non-equilibrium geometry.

The geometry in XYZ format:
```
71
Properties=species:S:1:pos:R:3:forces:R:3:mulliken_charge:R:1
Bi 0.844 -0.960 -0.423 0.33 0.74 -0.77 0.823
C 3.104 3.448 -0.796 0.32 0.13 0.02 -0.783
O 2.115 3.800 0.158 0.05 -0.24 -0.12 -0.312
C 2.103 3.075 1.331 -0.09 -0.01 0.08 -0.192
C 2.147 3.792 2.500 0.00 -0.10 0.07 -0.202
C 1.976 3.165 3.739 0.05 0.16 -0.01 -0.674
C 1.753 1.814 3.772 -0.05 -0.09 -0.04 -0.843
C 1.697 1.043 2.596 -0.10 0.17 -0.06 0.775
C 1.384 -0.357 2.786 0.01 0.00 -0.01 -0.602
N 1.020 -1.218 1.908 0.26 -0.22 0.08 0.301
N 0.911 -2.528 2.379 0.00 0.10 0.22 -0.826
C 0.555 -3.371 1.450 0.01 -0.02 -0.16 0.492
O 0.226 -3.112 0.237 0.08 0.01 0.18 -0.838
C 0.635 -4.813 1.837 -0.12 0.09 0.02 0.214
C 0.101 -5.278 3.032 0.01 -0.03 0.00 -0.306
C 0.199 -6.623 3.360 -0.03 -0.01 0.01 -0.554
C 0.849 -7.505 2.508 0.06 0.00 -0.01 -0.369
C 1.386 -7.040 1.314 -0.03 0.03 0.02 -0.525
C 1.266 -5.701 0.974 -0.05 -0.10 -0.03 -0.311
C 1.899 1.657 1.329 -0.01 0.12 0.08 1.030
O 1.934 1.009 0.207 -0.32 -0.38 -0.03 -0.869
H 2.874 4.003 -1.705 -0.08 -0.03 -0.03 0.208
H 3.128 2.381 -1.002 -0.15 -0.01 -0.03 0.221
H 4.099 3.763 -0.456 -0.02 0.03 0.10 0.323
H 2.277 4.865 2.435 -0.02 0.00 -0.03 0.375
H 1.988 3.750 4.649 0.00 -0.01 0.02 0.353
H 1.579 1.316 4.719 0.03 -0.02 0.01 0.317
H 1.460 -0.728 3.809 -0.01 -0.03 -0.01 0.337
H -0.402 -4.580 3.688 0.02 0.01 0.01 0.414
H -0.245 -6.987 4.278 0.03 0.01 0.03 0.350
H 0.941 -8.551 2.773 -0.04 -0.01 -0.01 0.352
H 1.889 -7.725 0.642 0.01 -0.01 0.00 0.361
H 1.656 -5.333 0.034 -0.01 0.03 0.00 0.411
Se -2.459 1.634 -1.395 -0.42 0.54 -0.47 0.039
Te -7.078 -0.168 0.859 0.00 0.13 0.37 -0.707
Te -4.691 0.556 -0.323 -1.60 -0.29 -0.07 -0.698
Se -1.735 -0.249 -0.223 0.29 -0.74 0.78 0.130
C -0.804 4.458 -2.326 0.13 0.29 -0.23 -1.317
Te -0.244 2.396 -2.282 1.37 0.09 -0.31 0.655
C -0.193 2.440 -4.413 0.07 0.24 0.02 -0.558
H -1.697 4.641 -2.923 -0.09 -0.11 0.09 0.402
H 0.041 4.941 -2.822 -0.05 0.12 0.03 0.347
H -0.911 4.876 -1.328 -0.06 -0.22 0.09 0.332
H 0.410 3.318 -4.651 -0.05 0.00 -0.07 0.388
H -1.175 2.544 -4.870 -0.09 -0.04 0.16 0.308
H 0.302 1.546 -4.766 -0.10 0.08 0.18 -0.316
C -4.235 1.937 3.777 0.02 0.04 -0.12 -1.034
N -2.969 2.487 3.310 -0.25 -0.16 0.11 -0.157
C -2.835 3.210 2.183 0.34 -0.08 -0.01 0.097
N -3.957 3.785 1.677 -0.37 -0.20 -0.04 -0.471
S -1.318 3.424 1.509 0.17 0.36 0.11 -0.204
H -4.046 1.368 4.684 -0.02 0.03 0.00 0.351
H -4.689 1.276 3.035 -0.07 -0.07 -0.08 0.266
H -4.941 2.736 4.011 0.02 0.02 0.06 0.333
H -2.132 1.987 3.559 0.04 0.05 -0.07 0.231
H -4.827 3.288 1.847 0.13 -0.01 -0.07 0.276
H -3.863 4.018 0.699 0.09 0.02 0.03 0.281
C 2.423 -1.783 -3.664 0.03 -0.09 -0.21 -1.129
Si 0.621 -1.203 -3.856 0.11 0.26 0.44 0.541
C 0.388 -0.671 -5.654 -0.02 -0.20 -0.08 -1.421
C -0.452 -2.710 -3.543 -0.04 -0.10 -0.17 -0.949
O 0.328 -0.023 -2.797 0.26 -0.24 -0.03 -0.337
H 2.875 -2.051 -4.625 0.00 -0.04 -0.01 0.419
H 2.485 -2.662 -3.018 0.01 0.02 0.02 0.286
H 3.038 -0.999 -3.215 -0.03 0.04 -0.01 0.281
H 0.636 -1.506 -6.315 0.00 0.00 -0.02 0.362
H 1.030 0.171 -5.924 0.05 -0.09 -0.06 0.381
H -0.649 -0.387 -5.849 0.00 0.03 0.01 0.338
H -0.197 -3.517 -4.240 -0.01 -0.02 0.01 0.348
H -1.514 -2.483 -3.661 0.00 0.04 0.03 0.275
H -0.316 -3.100 -2.529 0.00 0.04 -0.01 0.182
```
Positions in Å, forces in eV/Å.

Properties
Maximum force = 1.63 eV/Å
Total charge = -2
ΔE to the lowest compared entry with this formula, charge and spin = 93.0 kcal/mol
2S+1 = 1

The following is a DFT calculation (the ωB97M-V functional and the def2-TZVPD basis) of a single C2H4O2P2 molecule in a non-equilibrium geometry.

The geometry in XYZ format:
```
10
Properties=species:S:1:pos:R:3:forces:R:3:nbo_charge:R:1
O 2.530 0.821 0.892 -7.44 -2.17 1.20 -0.971
P 0.890 0.205 1.072 8.04 1.76 -0.46 1.423
O 0.769 -0.958 -0.055 1.05 -1.01 0.14 -0.736
C -0.334 -1.000 -0.763 -1.88 0.83 -0.96 0.201
C -1.236 -0.014 -0.729 -0.45 0.37 -0.67 -0.650
P -0.872 1.361 0.407 -0.03 0.04 0.86 0.279
H 0.806 -0.724 2.179 -0.28 1.12 -0.23 -0.032
H -0.481 -1.839 -1.402 0.26 -0.74 -0.20 0.207
H -2.155 -0.041 -1.356 0.90 0.03 0.69 0.257
H 0.085 2.190 -0.244 -0.17 -0.23 -0.37 0.023
```
Positions in Å, forces in eV/Å.

Properties
Maximum force = 8.24 eV/Å
SMILES string = O=[P@@H]1OC=CP1
ΔE to the lowest compared entry with this formula, charge and spin = 50.6 kcal/mol
2S+1 = 1

The following is a DFT calculation (the ωB97M-V functional and the def2-TZVPD basis) of a single C4H4IN molecule in a non-equilibrium geometry.

The geometry in XYZ format:
```
10
Properties=species:S:1:pos:R:3:forces:R:3:nbo_charge:R:1
C 1.334 -0.503 0.675 -0.92 0.92 3.52 -0.700
C -0.113 -0.291 0.334 -1.09 2.87 -6.76 -0.091
I -1.672 -1.145 1.368 0.29 -0.16 0.12 0.255
C -0.466 0.520 -0.923 2.98 -2.46 5.68 -0.376
C -1.765 0.806 -1.369 3.20 -0.78 1.37 0.228
N -2.815 1.021 -1.704 -3.64 0.75 -1.27 -0.290
H 1.314 -0.032 1.717 0.54 -0.32 -0.91 0.238
H 1.641 -1.501 0.959 -0.37 -0.58 -0.47 0.247
H 2.153 -0.022 0.168 -0.37 0.33 -0.88 0.245
H 0.389 1.147 -1.224 -0.61 -0.58 -0.42 0.243
```
Positions in Å, forces in eV/Å.

Properties
Maximum force = 7.42 eV/Å
SMILES string = C/C(I)=C/C#N
ΔE to the lowest compared entry with this formula, charge and spin = 41.8 kcal/mol
2S+1 = 1